This record from the OMol25 dataset describes a structure of composition C42H73BBrN3O2SSiV. The level of theory is wB97M-V/def2-TZVPD.

Each line ends with the Löwdin spin population.
CARTESIAN COORDINATES (ANGSTROEM)
V  -0.473  0.435  -0.065  1.07
O  2.319  0.213  -0.684  0.06
N  1.211  0.304  -0.407  -0.12
C  -1.899  4.429  3.141  0.00
C  -1.897  3.051  3.802  0.00
C  -2.203  3.189  5.297  0.00
C  -2.875  2.077  3.170  0.00
C  -4.214  2.443  3.039  0.00
C  -5.161  1.543  2.584  0.00
C  -4.788  0.249  2.261  0.00
C  -3.465  -0.168  2.383  0.00
C  -3.083  -1.619  2.172  0.00
C  -3.127  -2.370  3.507  0.00
C  -3.957  -2.325  1.139  0.00
C  -2.519  0.766  2.820  0.00
N  -1.158  0.353  2.979  -0.01
B  -0.104  0.274  2.006  -0.03
N  1.077  0.016  2.766  -0.01
C  0.732  -0.045  4.104  0.00
C  -0.601  0.153  4.234  0.00
C  2.447  0.105  2.346  0.00
C  3.001  1.388  2.217  0.00
C  4.301  1.498  1.738  0.00
C  5.034  0.371  1.412  0.00
C  4.476  -0.884  1.575  0.00
C  3.177  -1.050  2.048  0.00
C  2.673  -2.473  2.229  0.00
C  1.339  -2.783  1.555  0.00
C  2.651  -2.903  3.698  0.00
C  2.240  2.650  2.588  0.00
C  3.010  3.494  3.605  0.00
C  1.901  3.483  1.349  0.00
H  -1.207  5.093  3.661  0.00
H  -2.883  4.899  3.176  0.00
H  -1.572  4.377  2.101  0.00
H  -0.891  2.643  3.704  0.00
H  -3.185  3.638  5.453  0.00
H  -1.461  3.826  5.780  0.00
H  -2.199  2.221  5.798  0.00
H  -4.525  3.438  3.334  0.00
H  -6.199  1.841  2.508  0.00
H  -5.544  -0.453  1.939  0.00
H  -2.049  -1.648  1.814  0.00
H  -4.134  -2.351  3.925  0.00
H  -2.448  -1.929  4.236  0.00
H  -2.836  -3.414  3.367  0.00
H  -4.957  -2.527  1.526  0.00
H  -3.508  -3.285  0.888  0.00
H  -4.054  -1.745  0.220  0.00
H  1.468  -0.209  4.873  0.00
H  -1.198  0.169  5.132  0.00
H  4.749  2.476  1.625  0.00
H  6.046  0.470  1.042  0.00
H  5.061  -1.763  1.336  0.00
H  3.421  -3.096  1.730  0.00
H  0.494  -2.345  2.089  0.00
H  1.194  -3.864  1.538  0.00
H  1.317  -2.426  0.523  0.00
H  1.860  -2.394  4.249  0.00
H  3.602  -2.692  4.185  0.00
H  2.464  -3.975  3.773  0.00
H  1.300  2.357  3.059  0.00
H  3.942  3.877  3.188  0.00
H  3.255  2.912  4.493  0.00
H  2.412  4.353  3.914  0.00
H  2.807  3.786  0.820  0.00
H  1.358  4.387  1.632  0.00
H  1.281  2.917  0.648  0.00
C  -3.116  -4.502  -4.694  0.00
C  -2.023  -5.092  -3.791  0.00
C  -0.793  -4.172  -3.893  0.00
C  -1.641  -6.506  -4.312  0.00
Si  -2.548  -5.492  -2.033  0.00
Br  -1.333  -1.546  -0.994  0.02
C  -4.376  -5.743  -1.662  0.00
C  -4.736  -6.084  -0.209  0.00
C  -4.808  -6.942  -2.542  0.00
C  -5.167  -4.479  -2.055  0.00
C  -1.261  -6.044  -0.785  0.00
C  -1.501  -7.572  -0.675  0.00
C  0.192  -5.812  -1.214  0.00
C  -1.468  -5.389  0.593  0.00
H  -2.714  -4.442  -5.708  0.00
H  -3.388  -3.492  -4.392  0.00
H  -4.018  -5.108  -4.744  0.00
H  -0.600  -3.995  -4.953  0.00
H  0.105  -4.614  -3.472  0.00
H  -0.950  -3.201  -3.425  0.00
H  -1.303  -6.397  -5.345  0.00
H  -2.481  -7.203  -4.320  0.00
H  -0.818  -6.954  -3.752  0.00
H  -4.212  -6.957  0.176  0.00
H  -5.803  -6.313  -0.180  0.00
H  -4.570  -5.246  0.465  0.00
H  -4.304  -7.867  -2.253  0.00
H  -4.652  -6.782  -3.607  0.00
H  -5.879  -7.098  -2.392  0.00
H  -4.832  -3.598  -1.505  0.00
H  -6.215  -4.643  -1.793  0.00
H  -5.126  -4.262  -3.119  0.00
H  -1.302  -8.097  -1.610  0.00
H  -2.506  -7.829  -0.339  0.00
H  -0.803  -7.964  0.070  0.00
H  0.445  -6.325  -2.141  0.00
H  0.841  -6.222  -0.436  0.00
H  0.427  -4.753  -1.315  0.00
H  -2.447  -5.591  1.020  0.00
H  -1.307  -4.310  0.559  0.00
H  -0.724  -5.806  1.276  0.00
C  -1.971  3.099  -3.275  0.00
C  -1.032  3.853  -2.352  0.00
S  -1.256  3.637  -0.583  0.01
O  -1.180  2.096  -0.395  0.01
C  -2.998  4.004  -0.281  0.00
C  -3.965  2.851  -0.476  0.00
H  -1.593  3.183  -4.292  0.00
H  -2.974  3.519  -3.261  0.00
H  -2.021  2.041  -3.022  0.00
H  -1.085  4.937  -2.483  0.00
H  0.013  3.568  -2.498  0.00
H  -3.200  4.864  -0.924  0.00
H  -3.005  4.344  0.755  0.00
H  -4.085  2.569  -1.518  0.00
H  -4.934  3.164  -0.089  0.00
H  -3.659  1.981  0.106  0.00

Output
E = -6188.99891 hartree
Largest force on an atom = 0.016 hartree/bohr
Net charge = +2
Frontier orbital gap (spin up / spin down) = 0.2403 / 0.2113 Eh
HOMO energy (spin up / spin down) = -12.45 / -12.48 eV
Spin multiplicity = 2
Molar mass = 853.88 u
Relative energy (zero: lowest compared OMol25 entry of this formula, charge and spin) = 0.8 kcal/mol


This record from the OMol25 dataset describes a cluster of 5 separate species, C42H74ClFINO14P in total in a non-equilibrium geometry. The level of theory is wB97M-V/def2-TZVPD.

Each line ends with the Löwdin charge.
CARTESIAN COORDINATES (ANGSTROEM)
C  1.017  5.073  5.941  -0.03
C  0.548  3.916  5.436  -0.23
C  -0.744  3.754  4.707  -0.29
P  -0.632  2.822  3.042  0.48
F  1.027  2.766  3.118  -0.30
Cl  -2.865  2.894  2.926  0.38
C  -0.666  1.938  1.367  -0.30
C  0.550  2.089  0.436  -0.21
C  1.167  0.736  -0.006  -0.20
C  2.651  0.535  0.372  -0.22
C  3.611  0.367  -0.814  -0.18
C  4.585  -0.834  -0.732  -0.19
C  5.040  -1.278  0.674  -0.20
C  4.745  -2.759  0.977  -0.21
C  3.465  -2.974  1.802  -0.20
C  2.180  -2.909  0.933  -0.21
C  1.443  -4.245  0.785  -0.19
C  0.739  -4.361  -0.576  -0.21
C  -0.781  -4.175  -0.471  -0.20
C  -1.430  -3.909  -1.848  -0.22
C  -2.482  -2.807  -1.730  -0.26
C  -1.830  -1.434  -1.458  -0.10
C  -0.644  1.158  4.094  -0.74
I  0.920  -0.281  3.574  0.95
C  -1.941  0.398  4.376  -0.42
C  -2.540  -0.461  3.265  -0.17
N  -0.554  4.434  2.136  -0.11
C  -1.704  5.182  1.775  -0.56
C  -2.299  5.067  0.383  -0.03
O  -2.153  6.066  2.507  0.05
C  0.650  5.126  1.924  -0.49
C  0.941  5.528  0.474  -0.01
O  1.410  5.532  2.783  0.07
H  2.089  5.247  5.878  0.04
H  0.406  5.852  6.379  0.05
H  1.135  3.021  5.621  0.09
H  -1.466  3.227  5.343  0.07
H  -1.165  4.748  4.577  0.07
H  -1.524  2.359  0.856  0.02
H  -0.915  0.882  1.461  0.03
H  0.203  2.550  -0.490  0.09
H  1.360  2.717  0.792  0.08
H  1.078  0.648  -1.089  0.09
H  0.594  -0.096  0.403  0.06
H  2.698  -0.309  1.054  0.02
H  2.991  1.380  0.971  0.11
H  2.997  0.217  -1.703  0.10
H  4.166  1.278  -1.016  0.09
H  4.169  -1.664  -1.299  0.09
H  5.486  -0.556  -1.281  0.09
H  4.660  -0.653  1.476  0.10
H  6.126  -1.188  0.705  0.09
H  5.576  -3.196  1.534  0.10
H  4.656  -3.327  0.051  0.10
H  3.519  -3.937  2.309  0.10
H  3.390  -2.194  2.559  0.07
H  2.479  -2.580  -0.060  0.09
H  1.539  -2.129  1.339  0.03
H  2.151  -5.067  0.896  0.10
H  0.706  -4.327  1.583  0.11
H  1.100  -3.617  -1.282  0.10
H  0.913  -5.350  -1.006  0.11
H  -1.238  -5.044  -0.002  0.11
H  -0.976  -3.310  0.164  0.10
H  -1.874  -4.841  -2.181  0.08
H  -0.692  -3.604  -2.587  0.11
H  -3.053  -2.739  -2.651  0.08
H  -3.167  -3.039  -0.913  0.11
H  -1.878  -1.162  -0.408  0.06
H  -0.811  -1.395  -1.833  0.07
H  -2.386  -0.673  -2.004  0.07
H  -0.284  1.426  5.081  0.00
H  -2.680  0.997  4.901  0.08
H  -1.656  -0.336  5.143  0.08
H  -3.225  0.106  2.637  0.04
H  -1.757  -0.888  2.644  0.01
H  -3.118  -1.285  3.683  0.06
H  -3.340  5.366  0.417  0.08
H  -2.212  4.074  -0.051  0.06
H  -1.780  5.761  -0.276  0.07
H  0.328  4.981  -0.233  0.06
H  1.996  5.464  0.253  0.07
H  0.632  6.574  0.402  0.09
C  -7.067  -6.407  -4.783  -0.03
C  -5.563  -6.462  -4.701  -0.33
C  -5.007  -6.726  -3.324  -0.08
O  -3.716  -6.105  -3.403  0.05
C  -3.799  -5.103  -4.317  -0.55
O  -2.966  -4.280  -4.496  0.16
O  -4.974  -5.176  -4.992  0.09
H  -7.470  -5.746  -4.013  0.09
H  -7.381  -6.007  -5.748  0.09
H  -7.500  -7.398  -4.659  0.08
H  -5.173  -7.174  -5.423  0.13
H  -4.912  -7.784  -3.094  0.14
H  -5.578  -6.231  -2.534  0.14
C  -5.585  -7.055  -10.546  -0.02
C  -5.602  -8.251  -9.629  -0.33
C  -6.854  -9.095  -9.685  -0.09
O  -6.880  -9.677  -8.373  0.07
C  -6.236  -8.824  -7.542  -0.55
O  -6.225  -8.908  -6.358  0.16
O  -5.608  -7.853  -8.245  0.09
H  -6.502  -6.473  -10.446  0.09
H  -4.755  -6.396  -10.296  0.09
H  -5.481  -7.372  -11.583  0.09
H  -4.711  -8.864  -9.791  0.16
H  -6.820  -9.871  -10.446  0.14
H  -7.758  -8.497  -9.814  0.14
C  3.456  8.256  -2.499  -0.02
C  4.098  6.902  -2.333  -0.33
C  4.720  6.325  -3.582  -0.10
O  4.642  4.919  -3.332  0.06
C  3.584  4.711  -2.498  -0.55
O  3.136  3.650  -2.232  0.18
O  3.119  5.897  -2.025  0.07
H  2.787  8.266  -3.361  0.09
H  2.858  8.502  -1.622  0.09
H  4.216  9.025  -2.633  0.09
H  4.818  6.925  -1.510  0.16
H  5.753  6.631  -3.732  0.14
H  4.140  6.549  -4.481  0.14
C  4.688  3.764  7.890  -0.02
C  4.022  4.911  8.604  -0.33
C  4.510  6.280  8.209  -0.09
O  4.239  7.044  9.396  0.06
C  4.278  6.187  10.447  -0.57
O  4.272  6.522  11.587  0.15
O  4.330  4.905  10.016  0.08
H  5.775  3.864  7.919  0.09
H  4.437  2.819  8.370  0.09
H  4.364  3.725  6.850  0.09
H  2.936  4.833  8.501  0.15
H  3.982  6.694  7.353  0.14
H  5.586  6.307  8.023  0.14

Output
E = -3952.05889 hartree
Largest force on an atom = 0.039 hartree/bohr
Net charge = -1
Frontier orbital gap = 0.2396 Eh
HOMO energy = -5.22 eV
Spin multiplicity = 1
Molar mass = 1029.38 u
Relative energy (zero: lowest compared OMol25 entry of this formula, charge and spin) = 24.2 kcal/mol


This record from the OMol25 dataset describes a cluster of 4 separate species, C42H76BrF5N2O16P3S2Si in total in a non-equilibrium geometry. The level of theory is wB97M-V/def2-TZVPD.

Each line ends with the Löwdin charge.
CARTESIAN COORDINATES (ANGSTROEM)
C  -5.050  -3.907  -0.293  0.19
C  -4.765  -2.742  -0.259  -0.09
C  -4.205  -1.347  -0.366  -0.19
C  -5.077  -0.633  -1.454  -0.28
S  -5.960  0.839  -0.697  0.79
O  -5.076  1.645  0.108  -0.28
O  -6.745  1.534  -1.668  -0.24
C  -7.193  0.089  0.510  -0.63
F  -7.668  -1.086  0.089  0.16
F  -8.235  0.920  0.618  0.16
F  -6.658  0.010  1.742  0.13
N  -4.504  -0.175  -2.686  0.00
C  -3.168  0.366  -2.404  -0.09
C  -2.315  -0.828  -1.853  -0.24
C  -0.908  -0.294  -1.999  -0.08
C  0.209  0.145  -2.018  0.20
C  -2.353  -1.941  -2.988  -0.42
F  -3.408  -2.789  -2.905  0.11
F  -2.531  -1.356  -4.243  0.07
C  -1.003  -2.684  -3.267  -0.14
C  -1.267  -4.049  -4.019  -0.20
Si  0.052  -4.364  -5.377  0.60
C  1.660  -5.102  -4.698  -0.17
C  -0.719  -5.699  -6.503  -0.19
C  0.305  -2.847  -6.480  -0.26
C  -0.506  -2.492  -7.582  -0.07
C  -0.183  -1.313  -8.279  -0.08
C  0.888  -0.478  -7.938  -0.08
C  1.686  -0.809  -6.826  -0.08
C  1.387  -1.991  -6.130  -0.13
N  -2.694  -1.262  -0.449  -0.11
C  -2.259  -0.131  0.491  -0.16
C  -2.581  -0.265  2.014  -0.66
C  -3.101  1.115  2.553  -0.13
Br  -0.980  -0.665  3.111  0.80
S  -1.814  -2.734  0.146  0.72
C  -0.024  -2.516  0.343  -0.10
O  -2.299  -3.172  1.432  -0.26
O  -1.973  -3.901  -0.682  -0.23
H  -5.316  -4.921  -0.031  0.08
H  -4.612  -0.927  0.575  0.13
H  -5.930  -1.282  -1.734  0.15
H  -5.101  0.452  -3.217  0.14
H  -2.697  0.823  -3.288  0.16
H  -3.298  1.214  -1.704  0.13
H  1.260  0.336  -1.848  0.08
H  -0.449  -2.946  -2.358  0.08
H  -0.380  -2.098  -3.962  0.10
H  -1.166  -4.876  -3.296  0.08
H  -2.228  -4.048  -4.559  0.09
H  1.768  -5.053  -3.602  0.03
H  1.706  -6.162  -5.014  0.04
H  2.516  -4.618  -5.210  0.03
H  -1.042  -6.574  -5.909  0.04
H  -1.659  -5.249  -6.888  0.02
H  -0.058  -5.983  -7.337  0.04
H  -1.360  -3.119  -7.849  0.10
H  -0.794  -1.030  -9.145  0.10
H  1.119  0.420  -8.520  0.11
H  2.524  -0.183  -6.506  0.10
H  2.009  -2.235  -5.256  0.09
H  -2.663  0.848  0.200  0.12
H  -1.164  -0.001  0.521  0.10
H  -3.351  -0.998  2.290  0.09
H  -4.192  1.194  2.433  0.07
H  -2.556  1.947  2.071  0.10
H  -2.907  1.164  3.637  0.06
H  0.380  -1.518  0.131  0.05
H  0.268  -2.779  1.374  0.07
H  0.500  -3.229  -0.318  0.09
O  3.092  -0.652  6.179  -0.22
P  2.240  0.351  6.901  0.63
O  2.976  0.398  8.368  -0.21
C  4.247  1.047  8.472  -0.28
C  4.113  2.558  8.421  -0.08
O  0.969  -0.651  7.226  -0.25
C  0.716  -1.825  6.464  -0.31
C  1.214  -3.046  7.209  -0.07
O  1.297  1.665  7.227  -0.23
C  0.069  1.647  7.965  -0.27
C  0.231  1.287  9.424  -0.07
H  4.915  0.690  7.684  0.11
H  4.676  0.750  9.429  0.12
H  3.764  2.886  7.437  0.07
H  5.072  3.037  8.618  0.07
H  3.387  2.909  9.154  0.07
H  1.152  -1.756  5.466  0.09
H  -0.368  -1.898  6.334  0.11
H  2.277  -2.964  7.439  0.08
H  1.050  -3.954  6.625  0.08
H  0.692  -3.145  8.163  0.08
H  -0.668  1.015  7.471  0.11
H  -0.322  2.666  7.903  0.12
H  0.534  0.249  9.557  0.07
H  -0.716  1.429  9.949  0.08
H  0.992  1.911  9.895  0.08
O  -1.319  -0.752  -12.428  -0.22
P  -1.748  -2.023  -13.111  0.66
O  -1.815  -1.480  -14.668  -0.22
C  -0.587  -1.269  -15.367  -0.29
C  0.055  -2.580  -15.784  -0.08
O  -3.341  -1.891  -12.689  -0.26
C  -3.771  -1.158  -11.546  -0.29
C  -4.290  0.203  -11.965  -0.07
O  -2.034  -3.580  -13.592  -0.24
C  -3.320  -4.145  -13.878  -0.27
C  -4.000  -3.551  -15.091  -0.07
H  0.099  -0.680  -14.750  0.11
H  -0.825  -0.679  -16.252  0.12
H  0.380  -3.153  -14.911  0.07
H  0.927  -2.398  -16.414  0.08
H  -0.654  -3.202  -16.331  0.08
H  -2.977  -1.074  -10.804  0.09
H  -4.581  -1.730  -11.084  0.12
H  -3.533  0.765  -12.512  0.08
H  -4.600  0.786  -11.095  0.08
H  -5.145  0.091  -12.633  0.08
H  -3.961  -4.111  -12.998  0.11
H  -3.135  -5.204  -14.071  0.12
H  -4.295  -2.516  -14.928  0.07
H  -4.901  -4.121  -15.327  0.08
H  -3.336  -3.569  -15.955  0.08
O  5.208  4.985  10.689  -0.22
P  6.019  6.102  11.277  0.64
O  6.802  5.313  12.493  -0.22
C  7.852  4.409  12.148  -0.29
C  9.113  5.144  11.728  -0.08
O  4.806  6.815  12.133  -0.25
C  3.432  6.644  11.794  -0.29
C  2.794  5.617  12.707  -0.07
O  6.946  7.456  11.436  -0.23
C  6.741  8.497  12.400  -0.26
C  6.964  8.066  13.832  -0.07
H  7.518  3.730  11.358  0.11
H  8.056  3.809  13.036  0.12
H  8.956  5.686  10.791  0.07
H  9.936  4.443  11.581  0.08
H  9.402  5.878  12.480  0.08
H  3.311  6.378  10.744  0.10
H  2.944  7.612  11.936  0.12
H  3.318  4.662  12.659  0.07
H  1.747  5.458  12.442  0.08
H  2.844  5.953  13.745  0.08
H  5.766  8.962  12.264  0.11
H  7.476  9.268  12.154  0.12
H  6.204  7.361  14.169  0.07
H  6.928  8.935  14.491  0.08
H  7.933  7.579  13.944  0.08

Output
E = -8142.05272 hartree
Largest force on an atom = 0.167 hartree/bohr
Net charge = +1
Frontier orbital gap = 0.2700 Eh
HOMO energy = -11.12 eV
Spin multiplicity = 1
Molar mass = 1225.10 u